[1]
Entry from the OMol25 dataset: 15 unconnected molecules or ions with the total composition C4H38NO15S in a non-equilibrium geometry (ωB97M-V/def2-TZVPD).

Last column: Mulliken charge in e.
Cartesian coordinates (Å):
S 1.306 -0.871 -1.938  -0.2499
O 3.890 -2.026 -0.660  -0.5611
O 2.894 -4.197 0.914  -0.6538
O 1.036 2.083 -4.367  -0.6458
O 3.800 -1.089 2.609  -0.6557
O -1.533 -2.050 -0.322  -0.6022
O -1.910 2.297 1.139  -0.5630
O -2.841 -1.396 2.770  -0.7810
O -4.519 2.055 2.024  -0.6706
O -1.337 1.583 -2.753  -0.4532
O -0.995 -0.229 1.371  -0.3977
O -4.241 -0.661 0.468  -0.6806
O -1.958 4.694 -1.362  -0.6749
O -0.833 -4.638 0.571  -0.7028
O 3.999 1.362 -2.857  -0.6442
O -3.898 0.574 -2.038  -0.6991
N 1.271 0.275 1.929  -0.1600
C 1.905 0.446 0.601  0.8350
C 0.943 0.343 -0.632  0.2734
C 0.201 -0.705 1.917  -0.5948
C 2.618 1.776 0.573  -1.6767
H 2.866 -4.008 -0.029  0.3161
H -0.028 -1.035 2.940  0.2835
H 0.900 1.195 2.109  0.3897
H -2.228 4.041 -0.703  0.3226
H 4.028 -0.459 1.911  0.2807
H -1.683 2.921 1.841  0.2915
H -1.019 -3.685 0.451  0.4083
H 0.962 1.310 -1.126  0.0989
H -2.090 -0.800 2.472  0.3036
H 3.624 -1.479 -1.418  0.2116
H 0.066 -4.659 0.916  0.3426
H -3.488 -0.806 1.070  0.1784
H -1.392 1.500 1.432  0.1683
H -3.732 2.165 1.447  0.3500
H 0.611 -1.797 -1.254  0.0941
H 2.615 -0.371 0.487  0.1502
H 1.919 2.596 0.730  0.4194
H 3.705 1.350 -1.943  0.3021
H 3.443 1.879 1.290  0.3322
H 3.242 -3.373 1.285  0.3147
H -1.885 4.111 -2.129  0.3283
H 1.249 2.300 -3.453  0.3672
H 4.730 -1.641 -0.370  0.2620
H 0.487 1.295 -4.264  0.2867
H 3.791 0.498 -3.224  0.3111
H 3.081 1.992 -0.390  0.3815
H -2.399 -2.015 -0.737  0.1821
H -2.356 -2.113 3.191  0.3363
H -1.417 1.491 -3.704  0.2501
H -4.879 1.210 1.722  0.3237
H -2.163 1.272 -2.330  0.2751
H 3.164 -0.590 3.148  0.3404
H -0.055 0.226 -0.248  -0.7036
H -3.894 0.486 -1.069  0.3601
H 0.584 -1.607 1.418  0.1347
H -4.769 -1.448 0.629  0.3120
H -1.489 -1.241 0.298  0.3521
H -3.897 -0.337 -2.351  0.3007

Properties
Energy above the lowest of the compared OMol25 structures with the same formula, charge and spin = 0.00 kJ/mol
2S+1 = 1
Orbital gap = 8.47 eV
Highest occupied orbital energy = -6.2 eV
Total charge = -1
E_LUMO = 0.08282 Ha

[2]
Entry from the OMol25 dataset: a molecular structure, C32H22N4S3Ti in a non-equilibrium geometry (ωB97M-V/def2-TZVPD).

Last column: Mulliken charge in e.
Cartesian coordinates (Å):
Ti -0.427 0.575 1.596  -0.9809
S -1.036 0.664 4.018  -0.4898
S 0.265 -1.617 2.032  -0.5171
S 3.055 -0.275 -0.593  -0.2057
N 5.379 -1.958 5.371  -0.5574
N 3.419 0.289 8.286  -0.5654
N 0.605 0.551 -0.539  -0.3891
N -6.428 2.683 -2.138  -0.5327
C -2.877 2.178 1.214  -0.2535
C 0.830 2.121 1.770  1.3892
C 1.964 -0.801 -1.842  0.3710
C 1.905 3.958 2.738  -0.3042
C 3.191 2.504 1.284  -1.0527
C -4.373 2.094 -0.710  0.3967
C -1.381 -3.660 -4.337  -1.4514
C 1.144 0.278 5.628  -1.0966
C -2.310 0.937 0.860  0.6415
C -3.899 2.731 0.477  -0.5700
C 0.534 -0.027 4.385  0.6471
C -1.072 -2.180 -4.516  1.9989
C 2.175 -1.935 -2.679  -0.9878
C -0.447 -1.968 -5.921  -1.6112
C -2.915 0.194 -0.106  -0.1562
C 0.661 -0.376 -1.647  -1.0265
C -2.405 -1.393 -4.418  -1.8203
C 2.372 -1.508 3.842  -0.6475
C 0.830 3.217 2.626  -0.3965
C 2.375 -0.268 5.961  0.6466
C -0.135 -1.707 -3.483  0.6693
C -5.479 2.487 -1.509  -0.0583
C 4.319 -1.536 5.300  -0.2739
C 1.145 -2.413 -3.411  -0.9223
C 1.800 0.814 -0.050  0.8380
C 2.948 0.088 7.244  -0.1170
C -0.378 -0.694 -2.554  0.0839
C 3.134 3.630 2.047  -0.6042
C 1.943 1.811 0.996  0.3279
C 2.987 -1.063 5.045  0.9406
C 1.109 -1.080 3.520  0.0795
C -3.988 0.751 -0.866  -0.5477
H -2.447 2.760 1.985  0.3312
H 0.579 0.909 6.306  0.4961
H -0.480 -4.363 -4.393  0.2588
H -1.290 -0.090 -2.598  0.5815
H 3.997 4.312 2.040  0.3503
H -3.019 -1.769 -5.212  0.5493
H -2.037 -0.391 -4.542  0.4590
H 4.052 2.344 0.671  0.4079
H -1.199 -2.311 -6.673  0.4045
H -0.251 -0.913 -6.174  0.3646
H -4.302 3.713 0.781  0.3544
H -2.809 -1.621 -3.394  0.2129
H 0.500 -2.553 -6.118  0.3069
H 2.942 -2.132 3.153  0.4978
H 3.146 -2.444 -2.625  0.3159
H 1.201 -3.258 -4.068  0.3699
H -2.535 -0.869 -0.391  0.2836
H -4.312 0.244 -1.741  0.3775
H -1.929 -3.929 -3.352  0.2831
H 1.821 4.883 3.383  0.2862
H -2.034 -4.132 -5.080  0.4394
H -0.132 3.512 3.118  0.1748

Properties
Energy above the lowest of the compared OMol25 structures with the same formula, charge and spin = 12.04 kJ/mol
2S+1 = 2
Orbital gap (alpha / beta) = 6.34 / 7.07 eV
Highest occupied orbital energy (alpha / beta) = -4.3 / -5.2 eV
Total charge = -1
E_LUMO (alpha / beta) = 0.07604 / 0.06897 Ha
Expectation value of S² = 0.756

[3]
Entry from the OMol25 dataset: 2 unconnected molecules or ions with the total composition C6H10O (ωB97M-V/def2-TZVPD).

Last column: Mulliken charge in e.
Cartesian coordinates (Å):
O -0.699 0.308 1.779  -0.5632
C -0.588 0.419 0.576  0.4757
C -0.777 -0.724 -0.387  -0.5090
C 0.667 -1.278 -0.450  -0.6323
C 1.496 1.097 -0.367  -0.3335
C 0.101 1.605 -0.053  -0.7311
C 1.735 -0.206 -0.519  -0.3722
H 0.117 2.419 0.673  0.3328
H -0.408 1.940 -0.965  0.2820
H -2.547 -0.510 1.714  -0.1755
H 2.757 -0.553 -0.662  0.3659
H -1.464 -1.489 -0.017  0.3808
H 2.302 1.828 -0.415  0.3677
H -1.135 -0.375 -1.364  0.2751
H 0.765 -1.962 -1.296  0.3868
H 0.819 -1.864 0.467  0.2956
H -3.139 -0.655 1.287  0.1544

Properties
SMILES string = O=C1CC=CCC1.[H][H]
Energy above the lowest of the compared OMol25 structures with the same formula, charge and spin = 119.23 kJ/mol
2S+1 = 1
Orbital gap = 10.32 eV
Highest occupied orbital energy = -9.4 eV
Total charge = 0
E_LUMO = 0.03532 Ha

[4]
Entry from the OMol25 dataset: C6H13NO in the gas phase in a non-equilibrium geometry (ωB97M-V/def2-TZVPD).

Last column: Mulliken charge in e.
Cartesian coordinates (Å):
O -1.965 1.523 -1.811  -0.4852
N 0.350 -0.252 0.190  -0.0044
C -0.998 1.196 -1.179  0.0657
C -0.170 0.225 1.540  -0.6309
C 1.726 -2.063 -0.739  -1.2805
C 0.834 -1.637 0.465  -0.5730
C -0.789 -0.280 -0.764  -0.6737
C 0.615 1.503 1.853  -1.1759
H -1.696 -0.703 -0.322  0.3896
H 1.419 1.319 2.547  0.3113
H 1.437 -1.602 1.352  0.5335
H 2.391 -2.887 -0.463  0.3832
H -0.088 2.287 2.203  0.3393
H 0.999 2.078 1.014  0.3259
H -0.190 1.908 -0.915  0.2909
H 1.129 -2.477 -1.555  0.3094
H -0.051 -2.273 0.440  0.3283
H -1.235 0.350 1.433  0.3671
H -0.099 -0.470 2.397  0.4946
H -0.459 -0.766 -1.689  0.3553
H 2.246 -1.158 -1.052  0.3294

Properties
SMILES string = CCN(CC)CC=O
Energy above the lowest of the compared OMol25 structures with the same formula, charge and spin = 233.28 kJ/mol
2S+1 = 1
Orbital gap = 10.26 eV
Highest occupied orbital energy = -9.2 eV
Total charge = 0
E_LUMO = 0.03751 Ha

[5]
Entry from the OMol25 dataset: C4H9N3O in the gas phase in a non-equilibrium geometry (ωB97M-V/def2-TZVPD).

Last column: Mulliken charge in e.
Cartesian coordinates (Å):
O -1.882 1.787 1.014  -0.4865
N 1.133 -1.452 1.127  -0.4831
N 0.002 -0.735 0.798  -0.2796
N -1.216 0.363 -0.659  -0.8340
C 0.400 1.970 0.471  -1.1181
C -0.391 -0.675 -0.473  0.5249
C -0.873 1.190 0.357  1.1563
C 0.044 -1.550 -1.605  -1.1469
H 0.983 -2.043 1.938  0.2054
H 0.209 3.013 0.204  0.3533
H 0.040 -2.600 -1.307  0.3297
H 0.759 1.938 1.501  0.2579
H 1.907 -1.439 0.468  0.1845
H 1.051 -1.279 -1.937  0.2951
H 1.173 1.565 -0.179  0.3147
H -2.706 1.361 0.733  0.3941
H -0.633 -1.415 -2.450  0.3322

Properties
SMILES string = C/C(O)=N\C(C)=N\N
Energy above the lowest of the compared OMol25 structures with the same formula, charge and spin = 273.27 kJ/mol
2S+1 = 1
Orbital gap = 8.65 eV
Highest occupied orbital energy = -7.7 eV
Total charge = 0
E_LUMO = 0.03549 Ha

[6]
Entry from the OMol25 dataset: a molecular structure, C33H28CrN3O3PS3 in a non-equilibrium geometry (ωB97M-V/def2-TZVPD).

Last column: Mulliken charge in e.
Cartesian coordinates (Å):
Cr 0.346 0.989 0.313  -0.7132
S -0.920 1.057 2.664  1.4496
S 0.209 3.422 0.008  -0.4472
S 2.779 4.858 -0.468  -0.0367
P -0.883 -1.064 0.428  1.6486
O -1.619 1.130 1.357  -0.4149
O -1.428 1.895 3.696  -0.7441
O 0.513 1.305 2.354  -0.5507
N 2.063 4.006 1.833  0.0048
N 0.523 0.721 -1.630  1.9263
N 1.668 0.672 -2.189  -0.9850
C -5.238 -1.159 -1.026  -0.8484
C -0.014 -4.578 -1.563  -0.8240
C 1.279 -2.600 -0.126  -0.7752
C 1.354 -4.646 -1.364  -0.6273
C -4.957 -0.898 0.305  -0.7926
C 4.985 1.315 -0.831  -0.5185
C 2.323 0.968 0.042  0.3575
C -1.749 1.285 -2.148  -0.1290
C -4.204 -1.370 -1.921  -1.3438
C 1.664 4.036 0.569  0.5179
C 4.009 1.042 -1.764  -0.6241
C -1.506 0.077 -4.640  -0.7385
C 2.694 0.864 -1.319  0.1072
C -1.109 -1.600 2.159  -0.4136
C -2.605 -1.101 -0.148  0.8951
C -1.045 -0.651 3.169  0.6049
C -3.648 -0.872 0.749  -0.7924
C -2.892 -1.338 -1.489  -0.4630
C -1.161 -0.996 4.501  -0.6355
C 3.343 1.209 0.948  0.0326
C -0.101 -2.536 -0.308  0.6297
C 4.010 5.000 0.884  -0.3969
C -0.435 0.057 -3.768  -0.3595
C -0.750 -3.537 -1.024  -0.0118
C -2.680 0.730 -4.292  -0.5951
C 3.223 4.803 2.177  -0.7529
C -1.526 -3.273 3.833  -0.7370
C -1.399 -2.322 4.836  -0.7739
C -1.364 -2.928 2.501  -0.5741
C 4.654 1.379 0.520  -0.9298
C -0.555 0.661 -2.512  0.4778
C 2.002 -3.664 -0.631  -0.8516
C -2.798 1.328 -3.046  -0.9970
H 1.528 3.502 2.534  0.1576
H 1.769 -1.802 0.424  0.2523
H 3.821 4.301 2.940  0.3494
H -2.090 -1.498 -2.197  1.1039
H -6.258 -1.199 -1.370  0.4503
H -1.500 -2.614 5.872  0.4313
H -1.748 -4.300 4.086  0.4527
H -5.763 -0.709 0.996  0.4763
H -3.439 -0.660 1.789  0.3008
H -1.823 1.765 -1.181  0.2586
H 3.067 -3.728 -0.476  0.4624
H -3.719 1.821 -2.771  0.4794
H -3.501 0.782 -4.993  0.4730
H 4.484 5.975 0.816  0.4684
H -1.822 -3.511 -1.161  0.5839
H -1.445 -3.685 1.732  0.4991
H 0.500 -0.409 -4.036  0.5197
H 6.002 1.486 -1.144  0.4348
H -1.428 -0.410 -5.600  0.4306
H 4.235 0.991 -2.815  0.5481
H 3.105 1.258 2.005  0.5761
H 4.748 4.214 0.727  0.1888
H 1.907 -5.476 -1.772  0.4209
H -0.516 -5.335 -2.146  0.4655
H 2.895 5.772 2.574  0.3746
H -1.076 -0.221 5.246  0.5592
H -4.418 -1.557 -2.963  0.4937
H 5.429 1.569 1.248  0.5341

Properties
2S+1 = 2
Orbital gap (alpha / beta) = 7.12 / 7.46 eV
Highest occupied orbital energy (alpha / beta) = -11.2 / -11.1 eV
Total charge = +1
E_LUMO (alpha / beta) = -0.14993 / -0.13398 Ha
Expectation value of S² = 0.765

[7]
Entry from the OMol25 dataset: a molecular structure, C26H42BrDyN2O6P in a non-equilibrium geometry (ωB97M-V/def2-TZVPD).

Last column: Mulliken charge in e.
Cartesian coordinates (Å):
Dy 1.776 0.370 0.179  0.3030
Br -0.843 2.221 0.315  -0.1768
P 1.118 1.354 -2.896  0.7509
O 1.722 0.635 2.380  -0.4726
O 1.425 -0.344 4.436  -0.6199
O -0.139 -0.682 -0.214  -0.0650
O 3.990 -3.084 -1.328  -0.4432
O 3.192 -1.080 1.503  0.1416
O 3.399 -0.857 -1.085  -0.2368
N 2.946 3.104 1.242  0.1788
N 3.505 2.067 0.585  -0.3840
C -2.355 -4.148 1.248  -2.2182
C -0.313 -3.039 2.069  -1.8484
C 3.139 4.295 0.618  0.3128
C 4.043 2.555 -0.546  0.8290
C 3.810 4.024 -0.590  -0.5855
C -6.041 -1.575 -0.093  -1.7645
C -6.281 -0.106 1.901  -1.5742
C 2.915 5.620 1.371  -1.3236
C -4.074 -0.308 0.806  -0.2306
C -3.256 0.809 0.657  -0.8118
C 5.059 1.809 -1.368  -0.7900
C -1.279 -0.536 0.389  0.3770
C -0.626 -3.427 -0.399  -1.6443
C -1.378 -3.000 0.938  2.3524
C 1.975 -0.200 3.378  0.3318
C -6.036 0.917 -0.277  -1.9818
C 3.136 -1.182 2.930  -0.5121
C -2.049 -1.631 0.849  -0.3416
C -0.525 1.064 -3.701  -1.1334
C 1.615 3.082 -3.090  -1.0145
C 2.278 0.402 -3.998  -0.9657
C -5.582 -0.260 0.588  2.0096
C -3.433 -1.507 1.077  -0.3416
C -1.880 0.677 0.548  0.2807
C 3.714 -2.010 -0.631  0.1966
C 3.920 -2.147 0.838  -0.3530
H 1.548 3.466 -4.089  0.4960
H -7.102 0.855 -0.406  0.4590
H -5.867 -2.441 0.544  0.3592
H 2.670 3.079 -2.939  0.1622
H -2.840 -4.058 2.239  0.3937
H 4.677 0.835 -1.688  -0.0808
H 0.225 -2.814 -0.586  0.0974
H -5.923 0.850 2.350  0.3361
H -0.788 -0.023 -3.552  0.2611
H -3.943 -2.323 1.541  0.6403
H 2.859 -2.147 3.295  0.4375
H 4.044 -0.799 3.443  0.3707
H -5.615 0.941 -1.264  0.4286
H 3.123 0.241 -3.332  0.0955
H -7.082 -1.527 -0.297  0.4787
H -5.585 -1.797 -1.067  0.3622
H 5.402 2.375 -2.302  0.3139
H 4.062 4.686 -1.436  0.4134
H -1.679 -5.055 1.352  0.4987
H -3.084 -4.241 0.442  0.4122
H 2.751 2.958 2.221  0.1855
H 0.279 -3.931 1.950  0.4486
H -1.247 1.699 -3.218  0.3627
H -1.318 -3.362 -1.221  0.4313
H 3.889 6.015 1.654  0.3034
H -0.771 -3.199 3.017  0.4685
H -7.371 -0.102 1.701  0.4275
H 2.502 0.913 -4.961  0.4197
H 4.955 -2.184 1.162  0.4061
H 2.410 6.282 0.658  0.3357
H -3.798 1.769 0.469  0.1073
H -0.440 -4.511 -0.338  0.4708
H 1.835 -0.662 -4.160  0.2614
H 2.346 5.492 2.243  0.3967
H 5.973 1.545 -0.787  0.3098
H 3.601 -3.220 1.126  0.4113
H -5.772 1.890 0.171  0.4043
H 0.947 3.578 -2.325  0.2389
H -6.053 -0.907 2.582  0.3490
H -0.428 1.259 -4.779  0.4323
H 0.385 -2.232 2.196  0.2390
H 3.635 -3.072 -2.244  0.4230

Properties
Energy above the lowest of the compared OMol25 structures with the same formula, charge and spin = 49.97 kJ/mol
2S+1 = 6
Orbital gap (alpha / beta) = 6.58 / 6.59 eV
Highest occupied orbital energy (alpha / beta) = -9.8 / -9.8 eV
Total charge = +1
E_LUMO (alpha / beta) = -0.11980 / -0.11934 Ha
Expectation value of S² = 9.339

[8]
Entry from the OMol25 dataset: 2 unconnected molecules or ions with the total composition NO4S in a non-equilibrium geometry (ωB97M-V/def2-TZVPD).

Last column: Mulliken charge in e.
Cartesian coordinates (Å):
S -1.462 0.206 0.377  0.7291
O 0.865 0.675 -0.107  -0.5567
O -1.541 -1.248 0.254  -0.4493
O 2.275 -0.805 0.334  -0.5572
O -2.177 0.932 -0.665  -0.4652
N 2.040 0.241 -0.191  0.2994

Properties
Energy above the lowest of the compared OMol25 structures with the same formula, charge and spin = 61.13 kJ/mol
2S+1 = 1
Orbital gap (alpha / beta) = 7.38 / 7.38 eV
Highest occupied orbital energy (alpha / beta) = -3.7 / -3.7 eV
Total charge = -1
E_LUMO (alpha / beta) = 0.13418 / 0.13418 Ha